# C4H9FS2

An isolated molecule of C4H9FS2 at a distorted geometry (the ωB97M-V functional and the def2-TZVPD basis, the OMol25 dataset).

E_LUMO: 0.8 eV
Total charge: 0
E_HOMO: -8.7 eV

Geometry as XYZ:
```
16
Properties=species:S:1:pos:R:3:forces:R:3:mulliken_charge:R:1
C -2.202129 -0.867823 0.049450 -1.084 0.853 -0.217 -0.827
C 0.202858 0.478068 0.165502 -0.021 -1.348 1.118 -0.149
C -0.355124 1.868163 0.185910 -0.476 0.286 0.269 -0.615
C 2.419543 -1.124755 -0.347246 -0.523 -0.044 1.543 -0.886
H -2.076697 -1.155097 1.090442 0.061 -0.036 0.034 0.269
H -2.816710 -1.602894 -0.469812 0.032 -0.121 0.140 0.348
H -2.760310 0.094775 -0.030609 0.373 -0.657 0.255 0.259
H 0.182311 0.130474 1.235198 -0.207 0.091 -0.827 0.372
H 0.329903 2.497096 0.741216 0.182 0.187 0.354 0.375
H -1.349488 1.931814 0.698867 0.601 -0.149 -0.753 0.308
H 1.788169 -1.726403 -0.938954 -1.112 -0.517 -0.562 0.312
H 3.349250 -1.222775 -0.826006 1.557 0.230 -0.218 0.377
H 2.426306 -1.500159 0.681614 0.275 -0.277 -0.307 0.251
F -0.396955 2.388989 -1.086736 -0.469 0.139 -0.201 -0.286
S -0.685223 -0.773155 -0.862971 0.698 0.674 0.129 -0.047
S 1.944299 0.583682 -0.285872 0.114 0.689 -0.757 -0.061
```
Positions in Å, forces in eV/Å.

=====

# C4H9IN

C4H9IN as an isolated structure at a distorted geometry (the ωB97M-V functional and the def2-TZVPD basis, the OMol25 dataset).

E_LUMO (alpha / beta): -3.5 / -7.6 eV
<S²>: 2.03
Multiplicity: 3
Total charge: +1
E_HOMO (alpha / beta): -12.1 / -14.1 eV

Geometry as XYZ:
```
15
Properties=species:S:1:pos:R:3:forces:R:3:mulliken_charge:R:1
C -0.658842 0.101398 -0.311649 -1.432 0.553 -1.300 -0.532
C 1.156490 0.782526 -0.186472 -0.035 -2.893 0.201 0.046
C 1.153161 2.195479 -0.233011 1.031 3.908 -0.518 -0.989
C -1.000824 -2.137738 0.660542 -0.388 1.653 4.060 -0.741
N -1.221756 -1.206584 -0.354704 3.208 3.066 -2.482 -0.020
I 2.791610 -0.402756 0.174962 -0.944 0.168 -0.198 0.300
H -0.736980 0.604595 0.658883 -0.566 -0.412 -0.165 0.381
H -0.978948 0.766277 -1.237938 0.729 -1.616 1.989 0.321
H 1.831939 2.711400 0.616928 -1.924 -1.187 -1.355 0.338
H 0.105630 2.686435 -0.346463 1.862 -0.764 0.453 0.312
H 1.781004 2.520583 -1.151867 -1.106 -0.315 0.959 0.346
H -1.452885 -3.041471 0.451083 -0.688 -1.952 -0.653 0.380
H 0.053371 -2.259567 0.996115 -0.421 0.156 -0.523 0.222
H -1.578701 -1.720397 1.572882 1.038 -0.750 -1.024 0.307
H -1.244268 -1.600175 -1.309288 -0.364 0.384 0.556 0.329
```
Positions in Å, forces in eV/Å.

=====

# C4H9IN3

An isolated ion of composition C4H9IN3 and charge +1 at a distorted geometry (the ωB97M-V functional and the def2-TZVPD basis, the OMol25 dataset).

E_LUMO: -3.4 eV
Total charge: +1
E_HOMO: -13.6 eV

Geometry as XYZ:
```
17
Properties=species:S:1:pos:R:3:forces:R:3:mulliken_charge:R:1
C -0.470773 1.126694 0.765487 -1.404 0.723 0.477 -0.575
C -1.273825 0.196239 0.252271 1.776 0.023 -0.286 -0.366
C 0.959913 0.931303 0.384018 0.292 0.687 -0.854 0.330
C -0.567568 -2.198628 0.281443 -3.669 3.670 2.387 -0.708
N 0.926022 -0.431769 -0.187023 1.026 0.423 1.858 -0.498
N 1.269554 1.902480 -0.707964 -3.003 -1.800 1.019 -0.625
N -0.383354 -0.879766 -0.392166 -2.152 0.929 -2.423 0.156
I -3.274272 0.083166 -0.110026 -0.174 -0.024 0.152 0.334
H -0.919344 2.061766 1.168241 0.733 -0.855 -0.058 0.455
H 1.852398 0.937819 1.083665 -1.653 0.044 -0.062 0.356
H -0.268032 -1.932277 1.375966 -1.247 -1.001 -1.769 0.280
H -1.632874 -2.457968 -0.037905 1.413 -0.269 1.320 0.285
H 0.121918 -2.788172 -0.095950 3.113 -3.216 -1.854 0.404
H 1.547915 -0.310147 -0.944630 -0.027 -0.941 -1.880 0.228
H 2.224916 1.969094 -0.663869 2.531 1.631 -0.428 0.251
H 0.660678 2.720570 -0.728509 0.952 -0.119 0.012 0.228
H -0.773280 -0.930401 -1.443050 1.494 0.094 2.388 0.465
```
Positions in Å, forces in eV/Å.

=====

# C4H9IN3

An isolated ion of composition C4H9IN3 and charge +1 at a distorted geometry (the ωB97M-V functional and the def2-TZVPD basis, the OMol25 dataset).

E_LUMO: -4.1 eV
Total charge: +1
E_HOMO: -12.7 eV

Geometry as XYZ:
```
17
Properties=species:S:1:pos:R:3:forces:R:3:mulliken_charge:R:1
C 1.477227 0.943936 -0.720553 0.632 -0.640 1.863 -0.439
C -0.237453 -0.058202 0.934515 0.957 0.562 -1.208 -0.639
C -0.953976 -1.332631 0.799618 -3.515 -2.026 1.098 -0.436
C -0.064645 -0.851403 -1.246935 -0.583 0.744 -0.030 0.074
N 1.454088 2.214871 -0.200590 -1.050 0.170 0.746 -0.373
N 0.345956 0.120185 -0.419437 0.528 -1.398 -1.107 -0.044
N -0.954613 -1.631454 -0.633650 0.762 0.792 -1.831 -0.124
I 3.281396 -0.281196 0.012758 -0.325 0.242 -0.123 0.012
H 1.634896 0.926380 -1.734343 0.516 -0.137 -2.330 0.531
H -0.816975 0.791772 1.011494 -1.731 1.644 0.848 0.438
H 0.486337 -0.073218 1.721496 0.728 -0.034 0.247 0.329
H -0.388778 -2.102875 1.225255 1.006 -1.205 0.863 0.324
H -2.000983 -1.485812 1.335054 1.964 0.930 -1.479 0.345
H 0.247243 -0.913143 -2.356195 -0.590 0.001 2.085 0.332
H 1.720646 2.962742 -0.819510 -0.080 0.054 0.102 0.239
H -1.511513 -2.293272 -1.164661 0.112 -0.026 0.553 0.232
H 0.676947 2.401436 0.433794 0.670 0.325 -0.299 0.198
```
Positions in Å, forces in eV/Å.

=====

# C4H9INO

An isolated ion of composition C4H9INO and charge +1 at a distorted geometry (the ωB97M-V functional and the def2-TZVPD basis, the OMol25 dataset).

E_LUMO: -6.5 eV
Total charge: +1
E_HOMO: -14.3 eV

Geometry as XYZ:
```
16
Properties=species:S:1:pos:R:3:forces:R:3:mulliken_charge:R:1
C -1.583970 1.750950 -0.496195 -2.456 0.354 2.199 -1.207
C -0.659309 1.179527 0.545509 2.764 -0.064 0.091 -0.344
C 0.376994 0.089429 0.032412 -1.641 3.777 1.571 -0.702
C 1.348983 -2.364101 -0.141773 0.200 4.774 -0.818 -0.782
N 0.532775 -1.042868 0.784330 0.821 -5.464 -0.323 0.512
O 0.044454 -1.343638 1.810950 0.379 0.857 -0.475 -0.304
I 2.962055 -1.559292 -1.347160 -0.298 -0.641 0.962 0.271
H -1.252466 2.617740 -1.014309 0.760 0.425 -0.483 0.354
H -1.894964 0.993346 -1.145082 -0.622 -0.999 -1.387 0.388
H -2.542687 2.106853 0.030737 1.344 -0.562 -0.707 0.308
H -1.073496 0.815147 1.486674 -0.278 0.330 -0.218 0.458
H 0.083685 1.957525 0.719088 -0.489 0.383 1.006 0.241
H 0.149366 -0.169270 -0.939825 -0.192 -0.991 -2.287 0.484
H 1.386051 0.481903 0.033281 0.508 0.343 -0.284 0.386
H 0.635438 -2.409370 -0.916635 -1.238 -0.870 -0.284 0.464
H 1.487092 -3.103880 0.557998 0.438 -1.654 1.437 0.474
```
Positions in Å, forces in eV/Å.

=====

# C4H9IO

A 2-piece molecular cluster, C4H9IO overall at a distorted geometry (the ωB97M-V functional and the def2-TZVPD basis, the OMol25 dataset).

E_LUMO: 0.3 eV
Total charge: 0
E_HOMO: -9.5 eV

Geometry as XYZ:
```
15
Properties=species:S:1:pos:R:3:forces:R:3:mulliken_charge:R:1
C -0.291812 -0.631919 -1.165698 1.360 -0.258 -0.346 -1.110
C 0.209360 0.092765 1.214199 -0.979 2.706 0.278 -1.187
C -1.737008 0.963351 0.055810 0.524 -1.110 -0.722 -1.325
C -0.497454 0.129998 0.096945 -0.277 -0.573 -0.507 1.031
O 3.144742 -0.471386 -0.089361 1.007 0.196 -1.215 -0.643
I -3.491721 -0.257316 0.158033 -0.193 0.043 -0.329 0.070
H -0.294657 0.060159 -2.030294 0.570 -0.181 0.402 0.326
H -1.189450 -1.171423 -1.344561 -0.711 -1.005 -0.115 0.348
H 0.592653 -1.338739 -1.172961 -0.998 0.969 -0.081 0.343
H 3.721888 -0.726539 0.625626 -0.220 -0.124 0.453 0.304
H 0.001086 0.916053 1.905105 -0.434 -0.577 0.311 0.191
H 1.159363 -0.258569 1.425030 1.400 -1.488 0.025 0.469
H -1.839631 1.504049 0.918970 -0.094 1.438 2.107 0.435
H -1.723741 1.651187 -0.764591 -0.449 0.046 -0.773 0.468
H 2.236385 -0.461668 0.167752 -0.506 -0.083 0.512 0.280
```
Positions in Å, forces in eV/Å.